1.
This record from the Open Molecules 2025 dataset describes a 5-piece molecular cluster, C25H48BCl12O overall. The level of theory is the ωB97M-V functional and the def2-TZVPD basis.

Geometry (Å):
C: -2.301 0.071 5.500
C: -1.807 1.001 4.602
C: -0.657 0.735 3.620
B: -1.058 0.415 2.039
C: 0.323 0.001 1.165
C: 1.674 0.504 1.782
C: -2.025 -0.915 1.989
C: -2.775 -1.179 0.636
C: -1.926 -1.883 -0.484
C: -1.800 -0.960 -1.752
C: -0.378 -0.937 -2.371
C: -0.399 0.132 -3.540
C: 0.155 1.510 -3.049
C: 1.712 1.468 -3.096
C: 2.394 2.858 -3.099
C: 3.931 2.620 -2.877
O: 4.165 2.005 -1.607
C: 3.779 2.854 -0.525
C: -1.711 1.710 1.230
C: -3.196 2.038 1.653
C: -0.813 2.985 1.203
C: -0.884 3.887 2.485
C: -1.415 5.299 2.105
H: -1.636 -0.627 6.025
H: -3.370 0.011 5.731
H: -2.330 1.974 4.644
H: 0.042 1.595 3.727
H: -0.121 -0.167 4.005
H: 0.231 0.409 0.138
H: 0.395 -1.109 1.160
H: 1.901 -0.144 2.656
H: 2.543 0.464 1.091
H: 1.624 1.533 2.192
H: -2.811 -0.904 2.764
H: -1.441 -1.846 2.201
H: -3.612 -1.881 0.870
H: -3.253 -0.290 0.192
H: -0.953 -2.271 -0.146
H: -2.501 -2.769 -0.834
H: -2.479 -1.352 -2.540
H: -2.122 0.078 -1.560
H: 0.403 -0.594 -1.672
H: -0.118 -1.904 -2.841
H: 0.087 -0.228 -4.463
H: -1.469 0.312 -3.786
H: -0.183 2.293 -3.764
H: -0.252 1.792 -2.060
H: 1.983 0.977 -4.056
H: 2.051 0.828 -2.259
H: 2.290 3.338 -4.097
H: 1.977 3.573 -2.369
H: 4.202 1.836 -3.617
H: 4.524 3.547 -3.010
H: 2.848 2.511 -0.034
H: 3.654 3.891 -0.888
H: 4.592 2.810 0.225
H: -1.782 1.371 0.169
H: -3.856 1.923 0.762
H: -3.595 1.345 2.414
H: -3.341 3.082 1.995
H: 0.245 2.778 0.950
H: -1.189 3.620 0.362
H: 0.166 4.022 2.830
H: -1.419 3.411 3.320
H: -1.542 5.944 2.996
H: -2.386 5.214 1.576
H: -0.714 5.762 1.381
C: -4.984 -3.300 4.561
Cl: -6.081 -2.778 3.275
Cl: -4.292 -4.888 4.176
Cl: -3.710 -2.102 4.819
H: -5.556 -3.396 5.476
C: 5.958 0.416 -5.831
Cl: 5.220 2.013 -5.984
Cl: 4.724 -0.845 -5.849
Cl: 7.139 0.148 -7.120
H: 6.476 0.371 -4.880
C: 5.149 -4.838 -7.376
Cl: 6.306 -6.086 -7.863
Cl: 4.383 -5.265 -5.844
Cl: 5.936 -3.262 -7.259
H: 4.379 -4.777 -8.135
C: -2.685 -8.652 4.726
Cl: -2.371 -9.751 3.378
Cl: -4.108 -9.173 5.636
Cl: -1.275 -8.544 5.783
H: -2.883 -7.666 4.322

Its spin multiplicity is 1. For the HOMO-LUMO gap, the calculation gives 6.52 eV. Its net charge is -1.

Results of the Mulliken charge analysis, in e, for atoms 1 through 8: C -1.5107; C -0.1042; C -0.4237; B 0.6558; C 0.8821; C -1.5935; C -0.0168; C -0.6934


2.
This record from the Open Molecules 2025 dataset describes one molecule with the formula C3H7N3OS. The level of theory is the ωB97M-V functional and the def2-TZVPD basis.

Geometry (Å):
C: 2.544 -0.046 -1.419
N: 1.424 0.207 -0.800
S: 0.122 0.883 -1.401
C: -0.893 0.780 0.064
N: -1.444 1.831 0.404
O: -2.184 1.540 1.773
N: -1.122 -0.511 0.570
C: -0.260 -1.535 0.168
H: 3.399 -0.474 -0.936
H: 2.840 0.556 -2.332
H: -2.167 2.510 2.158
H: -1.921 -0.278 1.317
H: 0.019 -1.554 -0.904
H: 0.666 -1.575 0.979
H: -1.023 -2.333 0.357

Its energy above the lowest of the compared OMol25 structures with the same formula, charge and spin is 5.8349 eV. As for the SMILES: C=NS/C(=N/O)NC. Its spin multiplicity is 1. For the HOMO-LUMO gap, the calculation gives 9.19 eV.

Results of the Mulliken charge analysis, in e, for atoms 1 through 8: C -0.3229; N -0.2587; S -0.0094; C 0.4962; N -0.4491; O -0.5548; N -0.1963; C -0.7176


3.
This record from the Open Molecules 2025 dataset describes C52H49I2InN9O2PS as an isolated structure. The level of theory is the ωB97M-V functional and the def2-TZVPD basis.

Geometry (Å):
In: -0.516 -0.944 -0.324
C: 0.284 4.357 1.773
N: -0.548 3.217 1.387
C: -0.134 2.044 0.851
N: -1.175 1.252 0.594
C: -2.309 1.966 0.954
C: -1.914 3.186 1.468
C: -2.679 4.273 2.110
C: -2.703 5.554 1.565
C: -3.441 6.558 2.177
C: -4.152 6.287 3.337
C: -4.123 5.012 3.889
C: -3.390 4.008 3.278
C: -3.721 1.544 0.810
C: -4.096 0.209 0.809
C: -5.427 -0.176 0.790
C: -6.423 0.786 0.766
C: -6.068 2.127 0.697
C: -4.733 2.503 0.702
P: 1.635 1.783 0.553
C: 1.550 1.249 -1.175
N: 0.683 0.412 -1.736
C: 1.048 0.275 -3.062
C: 2.149 1.066 -3.293
N: 2.447 1.669 -2.096
C: 3.502 2.661 -1.883
C: 2.901 1.284 -4.540
C: 4.285 1.120 -4.582
C: 4.969 1.268 -5.779
C: 4.277 1.580 -6.941
C: 2.899 1.748 -6.904
C: 2.212 1.602 -5.711
C: 0.389 -0.615 -4.034
C: -0.986 -0.579 -4.193
C: -1.614 -1.406 -5.117
C: -0.861 -2.285 -5.882
C: 0.522 -2.324 -5.729
C: 1.146 -1.490 -4.816
C: 1.881 0.197 1.395
N: 1.133 -0.895 1.311
C: 1.607 -1.788 2.253
C: 2.695 -1.212 2.879
N: 2.846 0.035 2.328
C: 3.886 0.996 2.692
C: 3.611 -1.763 3.893
C: 4.271 -2.963 3.636
C: 5.107 -3.516 4.593
C: 5.287 -2.878 5.813
C: 4.636 -1.680 6.073
C: 3.802 -1.122 5.116
C: 0.990 -3.079 2.632
C: 0.485 -3.978 1.698
C: -0.086 -5.177 2.100
C: -0.159 -5.500 3.446
C: 0.333 -4.607 4.389
C: 0.896 -3.406 3.987
H: 1.244 4.011 2.143
H: -0.221 4.909 2.558
H: 0.448 5.017 0.922
H: -2.169 5.761 0.644
H: -3.463 7.550 1.744
H: -4.732 7.069 3.809
H: -4.673 4.802 4.796
H: -3.374 3.009 3.698
H: -3.330 -0.538 0.800
H: -5.680 -1.230 0.782
H: -7.466 0.497 0.770
H: -6.835 2.889 0.645
H: -4.483 3.551 0.608
H: 3.775 3.088 -2.842
H: 4.383 2.205 -1.434
H: 3.137 3.452 -1.234
H: 4.829 0.846 -3.684
H: 6.042 1.132 -5.806
H: 4.811 1.690 -7.875
H: 2.359 1.997 -7.808
H: 1.138 1.738 -5.676
H: -1.562 0.122 -3.607
H: -2.687 -1.346 -5.253
H: -1.346 -2.925 -6.609
H: 1.116 -2.999 -6.331
H: 2.221 -1.523 -4.695
H: 4.749 0.450 3.063
H: 3.536 1.671 3.471
H: 4.178 1.576 1.822
H: 4.121 -3.462 2.686
H: 5.619 -4.446 4.386
H: 5.934 -3.315 6.562
H: 4.773 -1.182 7.024
H: 3.275 -0.199 5.333
H: 0.560 -3.747 0.646
H: -0.476 -5.862 1.357
H: -0.596 -6.439 3.761
H: 0.276 -4.843 5.443
H: 1.254 -2.714 4.738
I: -2.010 3.182 -2.580
C: -3.899 2.484 -3.262
I: -4.369 0.473 -2.750
H: -3.898 2.557 -4.341
H: -4.661 3.111 -2.819
N: -1.721 -2.454 -2.071
N: -1.040 -3.616 -2.437
C: 0.280 -3.760 -2.261
N: 0.829 -4.893 -2.705
S: 1.251 -2.574 -1.550
H: -2.451 -2.696 -1.395
H: -2.112 -2.011 -2.897
H: -1.560 -4.354 -2.892
H: 0.294 -5.630 -3.134
H: 1.812 -5.043 -2.555
C: -2.456 -2.489 3.217
O: -1.725 -1.766 2.191
C: -1.885 -2.181 0.940
O: -2.601 -3.093 0.599
H: -1.952 -2.264 4.151
H: -2.429 -3.555 3.010
H: -3.485 -2.133 3.236

Its spin multiplicity is 1. For the HOMO-LUMO gap, the calculation gives 7.92 eV. Its net charge is +2.

Results of the Mulliken charge analysis, in e, for atoms 1 through 8: In 2.4354; C -1.0020; N 0.6552; C -0.8527; N 0.7214; C -0.9044; C 0.2744; C -0.7347


4.
This record from the Open Molecules 2025 dataset describes CH3NO4S2 as an isolated structure. The level of theory is the ωB97M-V functional and the def2-TZVPD basis.

Geometry (Å):
C: 0.508 0.212 0.500
N: -0.979 -1.580 -1.642
O: -2.145 0.126 -3.205
O: 1.028 -3.176 -1.020
O: 0.206 -0.544 -3.787
O: -1.220 -4.044 -0.995
S: -1.132 -0.994 -3.197
S: -0.286 -3.118 -1.671
H: -0.236 -0.664 0.649
H: 1.332 -0.074 -0.180
H: 0.061 1.105 0.253

Its energy above the lowest of the compared OMol25 structures with the same formula, charge and spin is 4.6406 eV. Its spin multiplicity is 1. For the HOMO-LUMO gap (spin up / spin down), the calculation gives 4.10 / 3.97 eV. Its net charge is -2.

Results of the Mulliken charge analysis, in e, for atoms 1 through 8: C -0.5248; N -0.1480; O -0.5972; O -0.5449; O -0.5809; O -0.5785; S 0.3930; S 0.4626


5.
This record from the Open Molecules 2025 dataset describes C30H36LaN7O6S2 as an isolated structure. The level of theory is the ωB97M-V functional and the def2-TZVPD basis.

Geometry (Å):
La: 9.102 9.649 13.960
O: 7.890 11.293 14.591
S: 7.778 12.587 15.564
C: 9.409 12.594 16.406
C: 9.587 11.486 17.462
C: 11.062 11.157 17.841
C: 11.837 10.229 16.870
S: 11.179 8.491 16.706
O: 9.817 8.830 15.962
C: 10.859 7.962 18.320
C: 9.585 7.537 18.609
C: 9.481 6.738 19.767
C: 10.522 6.499 20.640
C: 11.815 7.013 20.299
C: 11.985 7.695 19.143
C: 6.636 12.128 16.846
C: 6.660 12.893 18.022
C: 5.865 12.557 19.115
C: 5.089 11.410 19.047
C: 4.968 10.729 17.838
C: 5.747 11.036 16.740
H: 9.433 13.651 16.810
H: 10.186 12.468 15.617
H: 9.011 10.598 17.183
H: 9.083 11.741 18.423
H: 11.001 10.656 18.847
H: 11.611 12.077 18.005
H: 12.878 10.100 17.163
H: 11.770 10.635 15.867
H: 8.801 7.810 17.871
H: 8.514 6.350 20.013
H: 10.292 5.998 21.618
H: 12.671 6.801 20.894
H: 12.959 8.052 18.785
H: 7.334 13.770 18.065
H: 5.924 13.093 20.039
H: 4.663 11.014 19.970
H: 4.277 9.857 17.832
H: 5.704 10.484 15.798
O: 13.985 9.805 11.822
C: 12.852 9.753 12.112
O: 11.661 9.857 12.253
C: 10.192 14.183 13.450
O: 10.180 15.319 13.656
O: 10.414 13.031 13.407
N: 5.631 6.630 14.463
C: 6.185 7.824 14.619
N: 7.468 7.851 14.137
C: 7.617 6.542 13.675
N: 6.532 5.814 13.771
C: 8.818 6.082 12.991
C: 8.879 4.870 12.354
N: 9.922 4.546 11.578
C: 10.919 5.396 11.420
C: 10.913 6.594 12.125
N: 9.889 6.863 12.915
H: 4.718 6.286 14.722
H: 5.682 8.664 15.033
H: 8.036 4.157 12.278
H: 11.746 5.172 10.751
H: 11.785 7.245 12.184
C: 8.795 9.219 8.705
C: 8.890 9.525 10.241
N: 7.549 9.781 10.815
C: 6.964 10.965 10.114
C: 7.028 10.843 8.571
N: 7.387 9.469 8.220
C: 6.469 8.509 8.942
C: 6.699 8.646 10.460
H: 9.069 8.176 8.441
H: 9.463 9.866 8.120
H: 9.425 10.466 10.453
H: 9.396 8.675 10.786
H: 7.487 11.905 10.389
H: 5.904 11.052 10.453
H: 7.793 11.542 8.232
H: 6.046 11.130 8.139
H: 7.331 9.256 7.228
H: 6.753 7.518 8.606
H: 5.449 8.743 8.592
H: 7.133 7.717 10.900
H: 5.674 8.751 10.864

Its energy above the lowest of the compared OMol25 structures with the same formula, charge and spin is 0.0000 eV. Its spin multiplicity is 1. For the HOMO-LUMO gap (spin up / spin down), the calculation gives 3.64 / 3.87 eV. Its net charge is +2.

Results of the Mulliken charge analysis, in e, for atoms 1 through 8: La 1.1994; O -0.1033; S -0.1303; C -0.3640; C -0.0204; C -1.0919; C -0.6766; S 0.0803


6.
This record from the Open Molecules 2025 dataset describes C3H11NO2 as an isolated structure. The level of theory is the ωB97M-V functional and the def2-TZVPD basis.

Geometry (Å):
C: 0.667 0.220 0.337
O: 1.404 0.728 1.394
C: -0.488 -0.697 0.634
C: -0.713 -1.709 -0.446
N: -2.184 0.893 -0.356
H: 1.353 -0.168 -0.454
H: 0.143 1.117 -0.004
H: 2.265 1.000 0.845
H: -0.401 -0.991 1.677
H: -1.735 -2.091 -0.243
H: -0.685 -1.342 -1.486
H: -0.049 -2.589 -0.507
H: -3.104 1.074 0.022
H: -1.472 0.118 0.210
H: -1.895 1.707 -0.888
H: 3.811 1.672 -0.435
O: 3.084 1.059 -0.299

Its energy above the lowest of the compared OMol25 structures with the same formula, charge and spin is 7.6235 eV. Its spin multiplicity is 1. For the HOMO-LUMO gap, the calculation gives 4.52 eV.

Results of the Mulliken charge analysis, in e, for atoms 1 through 8: C -0.4031; O -0.5616; C 0.2171; C -1.1262; N -0.6547; H 0.4042; H 0.2115; H 0.4137


7.
This record from the Open Molecules 2025 dataset describes one molecule with the formula C4H10N2. The level of theory is the ωB97M-V functional and the def2-TZVPD basis.

Geometry (Å):
C: 2.480 0.824 -0.137
N: 2.113 -0.442 -0.114
N: 0.776 -0.763 0.246
C: -0.300 0.141 0.359
C: -1.598 -0.501 -0.318
C: -2.710 0.520 0.002
H: 1.733 1.593 -0.106
H: 3.556 1.009 -0.355
H: 0.537 -1.756 0.122
H: -0.139 1.136 -0.305
H: -0.494 0.434 1.488
H: -1.604 -0.784 -1.478
H: -1.823 -1.612 0.207
H: -3.762 0.119 -0.404
H: -2.820 0.893 1.087
H: -2.636 1.498 -0.620

Its energy above the lowest of the compared OMol25 structures with the same formula, charge and spin is 3.3633 eV. As for the SMILES: C=NNCCC. Its spin multiplicity is 1. For the HOMO-LUMO gap, the calculation gives 9.49 eV.

Results of the Mulliken charge analysis, in e, for atoms 1 through 8: C -0.2747; N -0.6192; N 0.1499; C -0.3186; C -0.3585; C -1.0441; H 0.2043; H 0.2672


8.
This record from the Open Molecules 2025 dataset describes a 2-piece molecular cluster, C17H19F3N2O3S2 overall. The level of theory is the ωB97M-V functional and the def2-TZVPD basis.

Geometry (Å):
O: -0.400 2.534 3.075
C: -1.056 1.601 2.639
C: -1.925 0.663 3.374
C: -2.392 0.844 4.681
C: -3.063 -0.215 5.292
C: -3.218 -1.450 4.627
C: -2.719 -1.627 3.324
C: -2.080 -0.545 2.721
S: -1.428 -0.473 1.084
O: -2.487 -0.626 0.110
O: -0.186 -1.199 0.929
N: -1.096 1.187 1.296
S: -0.098 1.941 -0.091
C: -0.260 3.744 -0.048
F: 0.741 4.343 0.644
F: -1.445 4.150 0.468
F: -0.188 4.176 -1.352
H: -2.223 1.814 5.154
H: -3.479 -0.086 6.294
H: -3.738 -2.274 5.127
H: -2.794 -2.584 2.802
C: 0.005 0.706 -2.289
C: 0.726 -0.486 -2.182
N: 2.022 -0.617 -1.903
C: 2.660 -1.897 -1.600
C: 4.156 -1.583 -1.475
C: 4.295 -0.051 -1.483
C: 2.901 0.535 -1.731
C: -0.155 -1.697 -2.457
C: -1.482 -1.096 -2.970
C: -1.414 0.432 -2.672
H: 0.477 1.684 -2.417
H: 2.268 -2.312 -0.661
H: 2.465 -2.636 -2.388
H: 4.579 -2.009 -0.563
H: 4.680 -2.030 -2.325
H: 4.708 0.298 -0.534
H: 4.968 0.279 -2.275
H: 2.890 1.163 -2.636
H: 2.575 1.162 -0.886
H: -0.334 -2.286 -1.542
H: 0.284 -2.385 -3.193
H: -2.373 -1.544 -2.513
H: -1.537 -1.213 -4.059
H: -1.736 1.012 -3.552
H: -2.096 0.651 -1.842

Its energy above the lowest of the compared OMol25 structures with the same formula, charge and spin is 0.2557 eV. As for the SMILES: O=C1c2ccccc2S(=O)(=O)N1SC(F)(F)F.C1=C(N2CCCC2)CCC1. Its spin multiplicity is 1. For the HOMO-LUMO gap, the calculation gives 6.30 eV.

Results of the Mulliken charge analysis, in e, for atoms 1 through 8: O -0.6237; C 0.5209; C 0.1131; C -0.7191; C -0.4823; C -0.5731; C -0.5718; C 0.4378


DFT total energy, respectively: -6603.657503, -756.019884, -4178.976391, -1191.786617, -2826.872236, -325.851318, -267.801728, -2090.317071 Ha.
Largest force on an atom, respectively: 2.3, 7.1, 0.6, 3.9, 5.0, 6.9, 3.4, 3.4 eV Å⁻¹.